(1)
{"formula": "C22H29N3O5S", "method": "the ωB97M-V functional and the def2-TZVPD basis", "total_energy_ha": -1793.5095, "smiles": "COc1ccccc1/C=C/c1onc(C)c1S(=O)(=O)N1CCC(C(=O)NC(C)C)CC1", "gap_ha": 0.28808, "e_above_lowest_kj_mol": 2467.3, "multiplicity": 1, "homo_ha": -0.3086, "elements": ["C", "H", "O", "C", "C", "C", "C", "C", "C", "C", "C", "C", "C", "C", "N", "O", "C", "H", "H", "H", "S", "O", "O", "N", "C", "C", "H", "H", "C", "C", "C", "H", "H", "H", "H", "C", "O", "N", "H", "C", "C", "H", "H", "H", "C", "H", "H", "H", "H", "H", "H", "H", "H", "H", "H", "H", "H", "H", "H", "H"], "coordinates": [[-7.2535, -0.7938, -0.7918], [-7.5400, 0.1737, -1.1619], [-5.7859, -0.4949, -0.6048], [-5.1289, -1.6706, -0.2110], [-5.6363, -3.1153, -0.2136], [-4.8750, -4.0457, 0.3972], [-3.5806, -3.8255, 0.8025], [-3.0274, -2.3911, 0.3962], [-3.8807, -1.3341, 0.0157], [-3.3151, -0.0478, -0.0281], [-2.1656, 0.6363, 0.2523], [-1.8294, 1.9021, -0.0165], [-0.4810, 2.2347, 0.1857], [-0.7117, 3.8716, 0.0297], [-1.9856, 3.9388, -0.4976], [-2.6675, 2.7144, -0.1917], [0.2990, 4.7119, 0.1095], [0.9582, 4.6918, -0.6575], [-0.1259, 5.9423, -0.1161], [0.7609, 4.8666, 1.1247], [0.9879, 1.7471, 0.7395], [0.7590, 0.4343, 1.2324], [1.5381, 2.6664, 1.9589], [1.9042, 2.1275, -0.3531], [1.6960, 1.3736, -1.8917], [2.3955, -0.1648, -1.4848], [1.7833, -0.8781, -0.6761], [2.2203, -0.5993, -2.4264], [3.7227, -0.1190, -1.0191], [4.0610, 0.8349, 0.1180], [3.3930, 2.3370, -0.2974], [3.8167, 2.6779, -1.2411], [3.4930, 2.9280, 0.6363], [3.5466, 0.3513, 0.9339], [5.0633, 0.9329, 0.2279], [4.4402, -1.2587, -0.7903], [5.3343, -1.9147, -1.6606], [3.8286, -2.0644, 0.4886], [3.0631, -1.5722, 0.7227], [4.1195, -3.2639, 0.8220], [5.7667, -3.4301, 1.3632], [5.8305, -4.2443, 1.8560], [5.7166, -2.6332, 1.9978], [6.2874, -3.2634, 0.3910], [3.9301, -4.4014, -0.4164], [4.4542, -5.5043, 0.0389], [3.0805, -4.5921, -0.6292], [4.8008, -4.3898, -1.1601], [3.6082, -3.5151, 1.4756], [4.2114, 0.3704, -1.9526], [2.1239, 1.7379, -2.5939], [0.6370, 1.1708, -1.7998], [-1.1195, -0.1404, 0.4766], [-4.0248, 0.6321, -0.2521], [-1.8549, -2.2780, 0.8640], [-2.7964, -4.4010, 1.1629], [-5.2332, -5.0226, 0.3666], [-6.7729, -3.1607, -0.2263], [-7.4024, -1.3913, -1.6921], [-7.7090, -1.1771, 0.2853]]}

***

(2)
{"formula": "C22H29N3O5Tl", "method": "the ωB97M-V functional and the def2-TZVPD basis", "total_energy_ha": -1568.4517, "charge": 1, "gap_ha": 0.29233, "multiplicity": 1, "homo_ha": -0.3737, "elements": ["Tl", "C", "C", "O", "C", "C", "O", "C", "C", "O", "C", "C", "O", "C", "C", "O", "H", "H", "H", "H", "H", "H", "H", "H", "H", "H", "H", "H", "H", "H", "H", "H", "H", "H", "H", "H", "N", "C", "C", "C", "C", "C", "C", "N", "C", "C", "C", "C", "N", "C", "C", "H", "H", "H", "H", "H", "H", "H", "H", "H"], "coordinates": [[1.2096, -0.5195, -1.1177], [3.8136, -3.0050, -1.2057], [2.4534, -3.6956, -1.2145], [1.6943, -3.1031, -2.2505], [0.3498, -3.5331, -2.3564], [-0.2629, -2.8404, -3.5796], [-0.0274, -1.4392, -3.5428], [0.6057, -0.9291, -4.7041], [1.1587, 0.4702, -4.4363], [2.1794, 0.3699, -3.4599], [3.3593, 1.1386, -3.5997], [3.5865, 1.9807, -2.3303], [3.3446, 1.2606, -1.1388], [4.4318, 0.5834, -0.5415], [4.7268, -0.8179, -1.0889], [3.6523, -1.6753, -0.7472], [4.2074, -3.0066, -2.2305], [4.5125, -3.5436, -0.5510], [1.9563, -3.5644, -0.2431], [2.5903, -4.7672, -1.4109], [-0.2106, -3.2614, -1.4522], [0.2988, -4.6188, -2.4937], [-1.3443, -3.0212, -3.5977], [0.1786, -3.2691, -4.4851], [-0.1109, -0.8801, -5.5372], [1.4460, -1.5751, -4.9852], [0.3604, 1.1273, -4.0697], [1.5584, 0.8672, -5.3749], [3.3057, 1.8059, -4.4648], [4.1960, 0.4456, -3.7481], [2.8651, 2.8031, -2.3155], [4.6018, 2.3968, -2.3407], [4.1409, 0.4683, 0.5064], [5.3415, 1.1939, -0.6102], [5.6599, -1.1816, -0.6308], [4.8621, -0.7944, -2.1801], [-4.2858, 2.3057, 3.1619], [-5.1962, 2.3078, 4.1816], [-6.2802, 3.1236, 4.4680], [-6.9252, 2.9017, 5.6664], [-6.5245, 1.8782, 6.5340], [-5.4646, 1.0493, 6.2462], [-4.7701, 1.2789, 5.0592], [-3.6362, 0.7032, 4.5682], [-3.3573, 1.3351, 3.4549], [-2.1629, 1.1034, 2.6773], [-1.2833, 0.0800, 3.0475], [-0.1193, -0.0899, 2.3277], [0.2137, 0.6621, 1.2839], [-0.6139, 1.6406, 0.9377], [-1.8036, 1.9036, 1.5877], [-4.3103, 2.9038, 2.3548], [-6.5781, 3.9165, 3.7998], [-7.7470, 3.5403, 5.9532], [-7.0474, 1.7613, 7.4704], [-5.1522, 0.2636, 6.9142], [-1.5288, -0.5471, 3.8889], [0.5965, -0.8555, 2.5933], [-0.2915, 2.2443, 0.1014], [-2.4233, 2.7196, 1.2506]]}

***

(3)
{"formula": "C22H29N3O6", "method": "the ωB97M-V functional and the def2-TZVPD basis", "total_energy_ha": -1471.4883, "smiles": "CCn1cc(C(=O)N[C@H](C(=O)NCCCOC)C(C)C)c(=O)c2cc3c(cc21)OCO3", "gap_ha": 0.31394, "e_above_lowest_kj_mol": 139.9, "multiplicity": 1, "homo_ha": -0.3093, "elements": ["C", "H", "H", "H", "C", "N", "C", "C", "C", "O", "C", "C", "C", "C", "C", "C", "H", "O", "C", "O", "H", "H", "H", "C", "O", "N", "H", "C", "C", "C", "H", "H", "H", "C", "H", "H", "H", "H", "H", "C", "O", "N", "C", "C", "C", "O", "C", "H", "H", "H", "H", "H", "H", "H", "H", "H", "H", "H", "H", "H"], "coordinates": [[-3.0200, -3.3343, -1.2911], [-2.0605, -3.6685, -0.9047], [-3.4608, -4.1406, -1.8708], [-3.6691, -3.1148, -0.4476], [-2.8347, -2.1041, -2.1762], [-2.2795, -0.9848, -1.4372], [-0.9542, -0.7695, -1.4955], [-0.2960, 0.2422, -0.8643], [-1.0313, 1.1860, -0.0506], [-0.5283, 2.1491, 0.5314], [-2.4701, 0.9087, 0.0332], [-3.2388, 1.7739, 0.8349], [-4.5776, 1.5427, 0.9314], [-5.1723, 0.4686, 0.2498], [-4.4541, -0.3896, -0.5352], [-3.0670, -0.1667, -0.6528], [-4.9610, -1.1985, -1.0290], [-6.5077, 0.4515, 0.5100], [-6.7519, 1.5439, 1.3756], [-5.5395, 2.2161, 1.6294], [-7.1767, 1.1732, 2.3215], [-7.4672, 2.2337, 0.9011], [-2.7440, 2.5850, 1.3424], [1.1766, 0.3109, -1.0775], [1.7556, -0.5401, -1.7591], [1.7939, 1.3296, -0.4789], [1.2209, 1.9393, 0.1050], [3.2015, 1.6329, -0.6216], [3.4635, 3.1299, -0.4002], [2.8584, 3.9423, -1.5436], [3.0727, 4.9993, -1.4070], [1.7783, 3.8132, -1.5701], [3.2669, 3.6304, -2.5028], [2.9402, 3.6272, 0.9467], [3.3316, 3.0090, 1.7487], [3.2728, 4.6499, 1.1088], [1.8530, 3.6212, 0.9852], [4.5513, 3.2539, -0.4074], [3.4951, 1.3602, -1.6456], [4.0282, 0.7329, 0.3271], [4.6639, 1.1435, 1.2746], [3.9780, -0.5589, -0.0477], [4.4653, -1.6220, 0.8002], [3.3829, -2.1337, 1.7562], [2.1998, -2.7479, 1.0159], [1.1955, -3.0722, 1.9555], [-0.0077, -3.4566, 1.3550], [-0.4163, -2.6444, 0.7362], [0.1254, -4.3467, 0.7244], [-0.7040, -3.6846, 2.1598], [1.7964, -2.0372, 0.2809], [2.5126, -3.6547, 0.4724], [3.8091, -2.8780, 2.4291], [3.0181, -1.3022, 2.3606], [4.8290, -2.4340, 0.1655], [5.2954, -1.2165, 1.3836], [3.3590, -0.8050, -0.8162], [-0.3730, -1.4488, -2.1058], [-3.7832, -1.8030, -2.6256], [-2.1443, -2.3421, -2.9881]]}

***

(4)
{"formula": "C22H29N3O6S", "method": "the ωB97M-V functional and the def2-TZVPD basis", "total_energy_ha": -1869.6375, "smiles": "COc1cc(OC)cc(C(=O)N[C@H](C(=O)Nc2ccc(S(=O)(=O)N(C)C)cc2)C(C)C)c1", "gap_ha": 0.33010, "e_above_lowest_kj_mol": 194.1, "multiplicity": 1, "homo_ha": -0.3206, "elements": ["C", "H", "O", "C", "C", "C", "C", "C", "C", "H", "O", "C", "H", "H", "H", "H", "C", "O", "N", "H", "C", "C", "C", "H", "H", "H", "C", "H", "H", "H", "H", "H", "C", "O", "N", "C", "C", "C", "C", "C", "C", "H", "H", "S", "O", "O", "N", "C", "H", "H", "H", "C", "H", "H", "H", "H", "H", "H", "H", "H", "H"], "coordinates": [[-0.5691, 4.9530, 2.3911], [-1.3044, 4.1476, 2.4837], [-0.6932, 5.6261, 1.1590], [-0.4915, 4.9283, 0.0157], [-0.1814, 3.5725, -0.0432], [-0.0171, 2.9591, -1.2778], [-0.1277, 3.6813, -2.4617], [-0.4167, 5.0419, -2.4025], [-0.6095, 5.6508, -1.1670], [-0.8403, 6.7020, -1.1266], [-0.5336, 5.8552, -3.4833], [-0.3218, 5.3166, -4.7665], [0.6890, 4.9096, -4.8715], [-1.0563, 4.5402, -5.0048], [-0.4456, 6.1487, -5.4573], [0.0533, 3.1994, -3.4097], [0.3254, 1.5091, -1.2759], [1.0461, 1.0351, -0.4043], [-0.2556, 0.8032, -2.2661], [-0.8551, 1.3482, -2.8660], [-0.0648, -0.5665, -2.7361], [1.2928, -0.7928, -3.4547], [1.5124, 0.2975, -4.5034], [0.6528, 0.3842, -5.1654], [2.3835, 0.0594, -5.1081], [1.6895, 1.2576, -4.0224], [2.4931, -0.8710, -2.5151], [2.4149, -1.7267, -1.8499], [3.4016, -0.9855, -3.1025], [2.5880, 0.0307, -1.9172], [1.1950, -1.7560, -3.9672], [-0.8404, -0.7141, -3.4963], [-0.3184, -1.7017, -1.7250], [-0.9315, -2.6834, -2.0893], [0.2190, -1.5087, -0.5032], [0.2138, -2.3661, 0.5905], [-0.3803, -3.6286, 0.5766], [-0.3339, -4.4190, 1.7106], [0.3022, -3.9593, 2.8477], [0.8995, -2.7118, 2.8737], [0.8585, -1.9159, 1.7471], [1.3248, -0.9417, 1.7448], [1.4060, -2.3941, 3.7710], [0.2726, -4.9451, 4.3411], [0.1121, -6.3256, 3.9950], [1.3716, -4.5621, 5.1775], [-1.1303, -4.4692, 5.1284], [-1.1018, -3.1201, 5.6309], [-1.8507, -3.0113, 6.4160], [-1.2979, -2.3782, 4.8446], [-0.1134, -2.9542, 6.0515], [-2.3471, -4.8594, 4.4641], [-3.1682, -4.8520, 5.1815], [-2.5973, -4.1932, 3.6272], [-2.2018, -5.8710, 4.0944], [-0.7705, -5.4049, 1.7198], [-0.8675, -3.9775, -0.3187], [0.7035, -0.6111, -0.3490], [-0.0634, 2.9710, 0.8428], [0.4371, 4.5455, 2.5261], [-0.7598, 5.7042, 3.1554]]}